# 1
The following is a DFT calculation (ωB97M-V with the def2-TZVPD basis set) of an isolated ion of composition C6H8IN2O and charge +1 at a distorted geometry.

Last column: Löwdin charge in e.
Positions of all 18 atoms, in Å:
O 3.52 -2.77 -0.66  0.249
H -1.62 -0.92 0.43  0.138
C 2.46 -2.53 -0.21  -0.166
H -1.58 1.93 0.66  0.093
C -1.85 1.53 -0.33  -0.035
H 0.07 1.53 -1.43  0.059
N 0.09 0.19 0.12  -0.188
I 2.59 2.04 0.07  0.978
H -2.59 0.80 -0.08  0.063
C 0.18 -2.11 0.37  0.040
H -2.29 2.35 -0.90  0.098
H 1.32 0.09 1.62  0.068
C 1.14 0.61 0.73  -0.484
C -0.63 0.85 -1.02  -0.120
C -0.56 -0.89 0.72  -0.193
N 1.40 -2.01 0.06  0.106
H -0.89 0.20 -1.89  0.154
H -0.77 -0.90 1.75  0.140

As for the calculated total energy: -19468.6329 eV. The gap between HOMO and LUMO (alpha / beta) comes out at 7.23 / 7.23 eV. As for the HOMO energy (alpha / beta): -12.16 / -12.16 eV. The max |F| comes out at 0.0795 Eh/bohr. As for the spin multiplicity: 1. As for the LUMO energy (alpha / beta): -4.92 / -4.93 eV. As for the charge: +1. Its energy above the lowest of the compared OMol25 structures with the same formula, charge and spin is 31.2 kcal per mole.

=====

# 2
The following is a DFT calculation (ωB97M-V with the def2-TZVPD basis set) of a 2-piece molecular cluster, C52H51N4O overall at a distorted geometry.

Last column: Löwdin charge in e.
Positions of all 108 atoms, in Å:
C 1.08 -1.17 -3.05  -0.195
C -3.61 -1.39 0.50  -0.048
C -2.61 1.13 -4.19  0.029
C 1.40 1.01 6.75  -0.043
C -0.73 -0.16 2.37  -0.027
H 2.98 -4.28 4.50  0.113
H 0.40 4.67 1.42  0.079
C 2.79 0.37 4.78  0.001
C -7.59 -0.79 -1.25  -0.049
H -5.76 -1.79 -0.65  0.107
H -0.44 0.26 -6.62  0.071
H -8.23 -1.38 -0.58  0.113
C 0.61 0.50 -6.44  -0.049
H -3.96 -0.35 0.58  0.135
H -2.64 0.81 -5.25  0.110
H -1.98 -0.95 -2.40  0.125
C 4.38 -0.18 2.98  -0.028
H -7.82 1.63 -3.68  0.109
C 0.83 -2.51 -2.44  -0.049
C -7.39 0.91 -2.98  0.005
H 4.49 -0.10 1.89  0.079
C 2.25 2.84 1.66  -0.200
N 2.60 -1.52 -0.60  0.200
O -0.32 1.46 -0.57  -0.057
C 3.38 -3.96 3.53  -0.065
H 1.80 0.23 7.41  0.089
N 1.94 -0.36 -0.94  0.058
H 2.94 2.99 -3.00  0.089
H 5.63 2.45 1.33  0.112
H 3.39 4.14 4.63  0.107
C 1.03 2.71 0.92  -0.208
C 2.61 -1.56 0.71  -0.182
H 3.68 0.49 5.41  0.136
N -5.04 1.25 -3.76  -0.006
H 3.51 1.90 0.19  0.079
H -0.90 3.45 1.45  0.083
H -0.63 -0.92 1.58  0.082
C -8.18 0.16 -2.11  -0.053
C -2.59 -3.17 -0.81  -0.022
H 4.79 -1.15 3.31  0.092
C 1.82 -0.12 2.63  -0.141
H -9.27 0.30 -2.10  0.114
C -2.93 -0.95 -1.86  0.124
H 5.58 3.53 3.59  0.103
H 0.35 1.18 7.01  0.078
C 2.97 0.01 3.44  -0.180
H -5.03 1.74 -5.81  0.113
C -3.82 0.75 -3.46  -0.132
C 0.74 -0.95 -4.38  -0.016
H 1.22 -0.14 -7.09  0.092
H -1.74 0.67 -3.72  0.075
H 0.15 -2.48 -1.59  0.069
C 4.68 2.72 1.80  -0.102
H -4.74 3.11 -4.71  0.111
C -3.74 -2.26 1.58  -0.069
H 0.38 -3.16 -3.20  0.080
C 1.53 0.60 5.31  -0.261
C -3.96 -0.19 -2.39  -0.064
C 1.62 0.35 0.16  -0.067
H -1.11 0.77 1.92  0.087
H -6.37 2.41 -4.86  0.086
C -3.04 -1.83 -0.72  -0.210
C 0.00 3.78 0.92  -0.057
C -3.33 -3.59 1.45  -0.053
H 1.28 3.79 3.36  0.116
H 1.77 -2.97 -2.10  0.079
H 0.78 1.54 -6.72  0.080
C 0.41 0.45 4.49  0.007
C 3.19 -2.62 1.52  -0.163
C 2.25 3.49 2.93  -0.034
H 2.14 2.71 -1.46  0.081
H 0.31 -1.77 -4.96  0.123
H 1.64 -2.77 3.03  0.121
C 2.64 -3.10 2.73  -0.022
H 5.21 -5.09 3.73  0.108
C -5.31 2.18 -4.85  0.027
C 2.71 2.22 -2.26  -0.019
H 1.75 2.28 -4.73  0.123
H 5.01 0.60 3.43  0.083
N 1.97 -0.43 1.24  0.153
H -2.15 -3.50 -1.75  0.117
C 5.14 -4.03 1.85  -0.068
C -5.39 -0.22 -2.07  -0.082
C 4.40 -3.18 1.04  -0.023
H 6.11 -4.40 1.50  0.112
C 1.94 1.13 -2.92  -0.169
C 1.55 1.32 -4.25  0.003
H -2.44 -5.09 0.15  0.115
C 4.63 -4.42 3.10  -0.070
C 0.72 1.51 0.13  -0.423
C -2.76 -4.05 0.26  -0.060
H 3.67 1.86 -1.85  0.091
C -6.20 -1.01 -1.26  0.001
H -2.46 2.23 -4.17  0.117
C 0.54 0.06 3.15  -0.181
H 1.97 1.93 6.94  0.086
C 1.64 -0.11 -2.31  -0.095
C 0.97 0.29 -4.99  -0.277
H -4.17 -1.90 2.52  0.117
H -1.51 -0.51 3.06  0.080
C 4.65 3.34 3.05  -0.105
C 3.43 3.69 3.63  -0.087
H -0.59 0.61 4.89  0.123
H -3.46 -4.28 2.29  0.113
H -0.29 4.04 -0.11  0.083
C -6.02 0.71 -2.93  -0.150
H 4.76 -2.87 0.05  0.117
C 3.49 2.42 1.14  -0.052

As for the calculated total energy: -62753.9374 eV. The gap between HOMO and LUMO comes out at 3.70 eV. As for the HOMO energy: -7.98 eV. The max |F| comes out at 0.0934 Eh/bohr. As for the spin multiplicity: 1. As for the LUMO energy: -4.27 eV. As for the charge: +1. Its energy above the lowest of the compared OMol25 structures with the same formula, charge and spin is 1.6 kcal per mole.

=====

# 3
The following is a DFT calculation (ωB97M-V with the def2-TZVPD basis set) of C5H8O as an isolated structure at a distorted geometry.

Last column: Löwdin charge in e.
Positions of all 14 atoms, in Å:
H -2.42 0.41 -0.53  0.085
C -1.50 -0.19 -0.63  -0.080
O 0.89 -1.64 -0.09  -0.094
H 1.05 -1.98 0.80  0.093
H -0.23 2.17 -0.23  0.113
H 0.35 1.84 1.47  0.115
C 1.74 -0.53 -0.25  -0.243
C -0.56 0.19 0.48  -0.173
H -1.78 -1.25 -0.63  0.078
H 2.71 -0.83 -0.63  0.096
H -0.66 -0.38 1.40  0.124
C 0.13 1.44 0.49  -0.234
C 1.34 0.70 -0.04  0.028
H -1.06 0.05 -1.61  0.091

As for the calculated total energy: -7357.6303 eV. The gap between HOMO and LUMO (alpha / beta) comes out at 8.53 / 8.53 eV. As for the HOMO energy (alpha / beta): -7.69 / -7.69 eV. The max |F| comes out at 0.0259 Eh/bohr. As for the spin multiplicity: 1. As for the LUMO energy (alpha / beta): 0.84 / 0.84 eV. Its energy above the lowest of the compared OMol25 structures with the same formula, charge and spin is 106.7 kcal per mole.

=====

# 4
The following is a DFT calculation (ωB97M-V with the def2-TZVPD basis set) of C22H27NO3 as an isolated structure at a distorted geometry.

Last column: Löwdin charge in e.
Positions of all 53 atoms, in Å:
H -2.30 3.66 -4.75  0.124
C 1.78 -1.94 -1.88  -0.134
C -1.83 0.10 -1.65  -0.049
H -2.32 -2.16 6.20  -0.026
H -0.72 0.47 5.73  0.164
H 0.90 -0.58 5.13  0.028
H -3.09 -0.33 -1.66  0.155
O 3.09 -2.25 1.63  -0.109
C 2.21 0.57 -1.46  -0.026
C -0.50 3.23 -3.97  -0.083
H 3.31 -0.18 0.24  0.101
C -0.49 -0.97 3.52  -0.435
H -0.01 2.69 -5.12  0.216
C 2.50 -1.74 -0.86  -0.287
H 2.36 -3.62 0.23  0.170
H 0.27 -2.20 0.46  0.156
C 2.88 -0.30 -0.70  0.025
H -0.47 3.22 -1.50  0.068
H -2.30 3.81 -3.19  0.076
H -1.73 -0.07 -0.62  0.008
O -1.55 -0.60 3.99  -0.005
H -1.21 -0.43 -2.28  0.003
H -1.71 -1.43 1.70  0.191
H -1.57 -1.16 7.45  0.110
C 2.81 -2.53 0.24  -0.268
C 1.58 -1.96 2.18  -0.141
H 2.59 1.72 -1.25  0.181
C -1.90 3.23 -3.88  -0.264
C -2.08 1.73 -1.89  -0.197
C -0.66 -1.28 2.31  -0.036
C 0.86 -0.94 4.21  0.031
H -0.53 -1.92 6.12  0.091
C -1.61 -1.55 6.36  -0.028
H 3.04 -1.50 3.88  0.142
H -2.59 0.09 5.75  0.079
N 0.12 2.01 -3.10  -0.053
C 1.19 -1.19 -2.79  0.064
H 0.68 -1.41 -3.61  0.085
C 1.37 0.31 -2.60  -0.193
C 1.98 -1.31 3.48  0.036
O 1.47 1.15 -4.77  -0.007
H 0.02 1.28 -1.07  0.156
H 0.01 4.15 -3.83  0.102
H -2.06 0.94 -3.96  0.193
H -2.69 2.11 -1.30  0.030
H 3.89 -2.91 -0.15  0.185
H 1.37 -3.06 -2.05  0.175
C -1.66 -0.22 5.38  -0.139
C -2.41 2.01 -3.26  -0.261
C 1.03 1.06 -3.53  -0.464
H -3.52 1.86 -3.33  0.130
C 0.42 -1.92 1.59  -0.040
C -0.21 2.27 -1.76  -0.028

As for the calculated total energy: -30866.3506 eV. The gap between HOMO and LUMO comes out at 7.75 eV. As for the HOMO energy: -7.69 eV. The max |F| comes out at 0.3601 Eh/bohr. As for the spin multiplicity: 1. As for the LUMO energy: 0.05 eV. Its energy above the lowest of the compared OMol25 structures with the same formula, charge and spin is 432.3 kcal per mole.

=====

# 5
The following is a DFT calculation (ωB97M-V with the def2-TZVPD basis set) of a 2-piece molecular cluster, C11H21Cl4NO3 overall.

Last column: Löwdin charge in e.
Positions of all 40 atoms, in Å:
H 1.52 2.30 -1.33  0.075
O 2.91 -0.34 0.77  0.087
H -2.81 2.09 -1.92  0.072
Cl 1.73 -0.71 -3.74  0.551
H 0.60 -1.92 3.30  0.131
H 0.13 -1.36 -1.41  0.051
H 0.56 -2.80 1.08  0.112
C 1.36 -2.16 -4.67  -2.053
Cl 0.02 -3.03 -3.90  0.527
C 0.64 -1.27 -0.46  -0.175
C -0.75 1.00 3.86  -0.103
H -0.44 1.58 0.54  0.117
H 2.77 1.75 1.59  0.134
H -1.16 0.49 -2.18  0.107
H 1.61 -1.74 -0.62  0.114
C -0.13 1.18 -0.44  -0.333
N 0.90 0.14 -0.22  0.002
C -0.12 -2.07 0.63  -0.144
H -1.23 -0.36 1.43  0.095
Cl 0.88 -1.70 -6.31  0.527
H -2.35 2.39 -0.25  0.074
C 1.99 0.42 0.54  -0.607
H -1.82 1.18 3.77  0.087
H -0.89 -2.65 0.13  0.107
H -1.57 -1.88 2.20  0.122
O 1.95 1.67 1.08  0.094
C -1.38 0.63 -1.12  -0.212
O -0.49 -0.38 4.02  -0.179
H -1.66 -0.34 -0.71  0.092
H -0.26 1.40 2.97  0.071
Cl 2.77 -3.21 -4.73  0.532
H -3.46 1.09 -0.64  0.071
H 1.01 -0.34 2.62  0.105
H 0.20 3.32 -0.80  0.083
H -0.37 1.54 4.73  0.086
H 0.04 2.36 -2.27  0.078
C 0.18 -0.98 2.93  -0.222
C 0.44 2.36 -1.26  -0.029
C -2.56 1.61 -0.98  -0.078
C -0.77 -1.28 1.77  -0.166

As for the calculated total energy: -69469.7290 eV. The gap between HOMO and LUMO comes out at 9.58 eV. As for the HOMO energy: -9.36 eV. The max |F| comes out at 0.0084 Eh/bohr. The SMILES is CC[C@H](C)N(CCCCOC)C(=O)O.ClC(Cl)(Cl)Cl. As for the spin multiplicity: 1. As for the LUMO energy: 0.22 eV.

=====

# 6
The following is a DFT calculation (ωB97M-V with the def2-TZVPD basis set) of one molecule with the formula C7H10O2 at a distorted geometry.

Last column: Löwdin charge in e.
Positions of all 19 atoms, in Å:
C -0.82 -1.35 0.17  -0.319
H 2.72 0.60 0.79  0.082
C -0.59 0.64 -0.56  -0.230
H 0.90 -1.90 1.30  0.085
H -2.40 -0.50 -1.04  0.130
H -1.25 -1.87 1.95  0.126
H 1.03 -2.24 -0.49  0.105
H -0.51 2.66 0.08  0.062
H -0.90 -0.98 -1.96  0.136
H 2.01 2.06 0.10  0.088
O 1.51 0.09 -1.61  -0.022
C -1.32 -0.59 -1.03  -0.061
C 1.04 0.24 -0.46  -0.487
C 1.78 1.09 0.55  -0.036
C -1.11 1.83 -0.28  0.069
O -1.69 -1.45 1.20  0.101
C 0.56 -1.64 0.30  0.025
H 1.20 1.25 1.46  0.080
H -2.16 2.05 -0.47  0.065

As for the calculated total energy: -11512.6064 eV. The gap between HOMO and LUMO comes out at 8.51 eV. As for the HOMO energy: -8.39 eV. The max |F| comes out at 0.0953 Eh/bohr. The SMILES is C=C(O)CC(=C)C(C)=O. As for the spin multiplicity: 1. As for the LUMO energy: 0.12 eV. Its energy above the lowest of the compared OMol25 structures with the same formula, charge and spin is 74.9 kcal per mole.